A molecular structure, C6H8O2 at a distorted geometry, computed with wB97M-V/def2-TZVPD.

Each line ends with the natural charge from an NBO analysis.
CARTESIAN COORDINATES (ANGSTROEM)
C1 1.041 1.669 -0.714  -0.070
C2 -0.002 -0.430 -0.118  0.281
O1 -0.283 0.134 1.171  -0.445
H1 -0.837 -2.012 -1.581  0.255
H2 0.233 2.095 1.348  0.485
H3 2.061 -0.382 -0.862  0.201
C3 0.973 0.262 -1.000  -0.458
H4 -0.122 1.715 -0.764  0.159
H5 1.551 2.172 -1.431  0.184
C4 -0.650 -1.651 -0.469  -0.311
H6 -1.222 -0.765 2.629  0.192
C5 -1.050 -0.941 1.616  0.084
O2 1.335 2.002 0.672  -0.731
H7 0.843 0.358 -2.172  0.242
H8 -2.360 -2.421 0.932  0.235
C6 -1.511 -1.804 0.742  -0.302

Net charge: 0
E_HOMO (eV): -8.5